Arrangement a

{
  "formula": "C4H14N3O",
  "method": "ωB97M-V with the def2-TZVPD basis set",
  "homo_ha": -0.522,
  "gap_ev": 11.45,
  "charge": 1,
  "e_lumo_ev": -2.8,
  "symbols": ["C", "O", "H", "H", "H", "H", "C", "C", "C", "N", "N", "N", "H", "H", "H", "H", "H", "H", "H", "H", "H", "H"],
  "xyz": [[-1.386, -1.876, -1.703], [-1.725, -0.491, -1.232], [-2.136, -0.226, -2.052], [-1.097, -1.949, -2.736], [-2.223, -2.569, -1.371], [-0.613, -2.300, -1.119], [0.935, 1.622, -0.187], [0.847, 2.069, -1.656], [0.410, -0.319, 1.282], [0.080, 0.477, 0.286], [1.640, -0.037, 1.942], [-0.538, -1.163, 1.895], [2.023, 1.545, 0.157], [0.562, 2.362, 0.417], [-0.205, 2.217, -1.843], [1.087, 1.220, -2.351], [-0.901, 0.281, -0.133], [2.425, 0.515, 1.518], [2.006, -0.643, 2.700], [-1.330, -1.343, 1.231], [-0.138, -2.100, 2.180], [1.240, 3.000, -2.018]]
}

Arrangement b

{
  "formula": "C4H14N3O",
  "method": "ωB97M-V with the def2-TZVPD basis set",
  "homo_ha": -0.409,
  "gap_ev": 8.11,
  "charge": 1,
  "e_lumo_ev": -3.0,
  "symbols": ["C", "C", "C", "C", "N", "N", "N", "H", "H", "H", "H", "H", "H", "H", "H", "H", "H", "H", "H", "H", "H", "O"],
  "xyz": [[-0.001, 2.294, 0.285], [-0.729, 1.503, -0.722], [-0.426, 0.014, -0.694], [-1.437, -0.775, -0.234], [-1.580, -2.175, -0.044], [0.722, -0.491, -1.216], [1.294, 1.514, 0.756], [-0.515, 2.603, 1.224], [0.261, 3.245, -0.112], [-1.818, 1.626, -0.386], [-0.505, 1.817, -1.869], [-2.269, -0.251, 0.275], [-2.410, -2.534, 0.627], [-1.416, -2.875, -0.706], [0.960, -0.226, -2.140], [1.020, -1.469, -1.052], [0.935, 0.890, 1.545], [1.529, 0.905, -0.155], [1.997, 2.164, 0.983], [1.883, -2.502, 1.857], [1.042, -3.055, 0.725], [1.463, -2.223, 1.054]]
}

Of them, the most stable is arrangement a and the least stable is arrangement b.

Arrangement a

{
  "formula": "C6H12N2O3",
  "method": "ωB97M-V with the def2-TZVPD basis set",
  "homo_ha": -0.332,
  "gap_ev": 8.93,
  "e_lumo_ev": -0.1,
  "symbols": ["C", "C", "C", "C", "C", "C", "N", "N", "O", "O", "O", "H", "H", "H", "H", "H", "H", "H", "H", "H", "H", "H", "H"],
  "xyz": [[-1.561, -1.442, -0.204], [-2.201, 1.332, -0.048], [0.607, 0.218, -1.683], [0.793, 1.449, 0.321], [1.131, -0.847, 0.473], [-1.063, 0.035, 0.097], [-2.735, -1.678, 0.416], [0.392, 0.238, -0.234], [-1.746, 2.354, -0.505], [-0.908, -2.325, -0.778], [-3.308, 1.013, 0.302], [0.337, -0.700, -2.167], [-0.080, 0.893, -2.157], [1.642, 0.669, -1.825], [0.382, 1.462, 1.290], [1.891, 1.805, 0.194], [0.350, 2.281, -0.228], [0.837, -0.827, 1.617], [0.654, -1.810, 0.174], [2.172, -0.810, 0.473], [-1.234, -0.074, 1.735], [-3.416, -0.959, 0.549], [-3.143, -2.629, 0.148]]
}

Arrangement b

{
  "formula": "C6H12N2O3",
  "method": "ωB97M-V with the def2-TZVPD basis set",
  "homo_ha": -0.348,
  "gap_ev": 10.01,
  "smiles": "C[C@H](N)C(=O)N[C@@H](C)C(=O)O",
  "e_lumo_ev": 0.6,
  "symbols": ["C", "C", "C", "C", "C", "C", "H", "H", "H", "H", "H", "H", "H", "H", "H", "H", "H", "H", "N", "N", "O", "O", "O"],
  "xyz": [[-1.348, -0.604, 0.347], [-1.231, 0.660, -0.494], [-2.723, -1.244, -0.008], [1.522, 0.744, -0.284], [1.724, -0.698, -0.155], [1.790, 1.540, 1.066], [-2.037, 0.737, 1.822], [-1.664, -0.795, 2.336], [-0.439, -1.185, 0.135], [-3.540, -0.463, -0.139], [-3.151, -1.991, 0.746], [-2.600, -1.772, -0.964], [0.163, 1.704, -1.564], [2.281, 1.179, -1.100], [1.581, 0.951, 1.965], [1.287, 2.480, 1.148], [2.825, 1.809, 0.998], [2.072, -2.012, -1.393], [-1.334, 0.000, 1.777], [0.177, 1.040, -0.876], [-2.160, 1.225, -1.052], [2.211, -1.274, 0.755], [1.564, -1.239, -1.344]]
}

Of them, the most stable is arrangement b and the least stable is arrangement a.

Arrangement a

{
  "formula": "H15O8",
  "method": "ωB97M-V with the def2-TZVPD basis set",
  "homo_ha": -0.234,
  "gap_ev": 9.27,
  "charge": -1,
  "e_lumo_ev": 2.9,
  "symbols": ["O", "H", "O", "H", "H", "O", "H", "H", "O", "H", "H", "O", "H", "H", "O", "H", "H", "O", "H", "H", "O", "H", "H"],
  "xyz": [[0.016, -0.137, 0.492], [-0.328, 0.173, -0.385], [-0.925, 0.804, -2.871], [-1.386, 1.447, -2.566], [-1.188, 0.688, -3.853], [-1.119, -1.435, 2.457], [-0.842, -0.943, 1.565], [-0.913, -2.317, 2.378], [0.475, -1.435, -1.920], [-0.184, -0.846, -2.317], [0.584, -1.123, -1.082], [2.421, 0.515, -0.648], [1.480, 0.436, -0.177], [2.650, -0.190, -1.276], [1.567, -2.095, 1.528], [1.039, -1.287, 1.374], [2.058, -1.915, 2.255], [0.822, 2.355, 1.689], [0.509, 1.483, 1.204], [-0.051, 2.837, 1.576], [-2.250, 1.234, -0.020], [-1.352, 0.925, 0.150], [-3.075, 0.831, 0.446]]
}

Arrangement b

{
  "formula": "H15O8",
  "method": "ωB97M-V with the def2-TZVPD basis set",
  "homo_ha": -0.229,
  "gap_ev": 9.55,
  "charge": -1,
  "e_lumo_ev": 3.3,
  "symbols": ["O", "H", "O", "H", "H", "O", "H", "H", "O", "H", "H", "O", "H", "H", "O", "H", "H", "O", "H", "H", "O", "H", "H"],
  "xyz": [[-0.191, 0.040, 0.371], [0.724, 0.149, 0.435], [2.806, -1.394, -1.097], [3.750, -1.166, -1.171], [2.297, -0.698, -1.444], [0.591, -2.454, 0.305], [1.314, -2.075, -0.194], [0.037, -1.643, 0.339], [-1.971, -1.123, -1.311], [-1.488, -0.511, -0.676], [-2.831, -1.494, -0.837], [-1.078, 2.415, -0.696], [-0.708, 1.594, -0.178], [-0.941, 3.302, -0.180], [0.794, 0.357, -2.171], [0.953, 1.346, -2.449], [0.519, 0.106, -1.276], [0.845, 1.470, 2.556], [1.141, 0.613, 2.961], [0.503, 1.144, 1.696], [-2.523, -0.029, 2.014], [-2.984, -0.002, 1.087], [-1.559, 0.054, 1.915]]
}

Of them, the most stable is arrangement b and the least stable is arrangement a.

Arrangement a

{
  "formula": "C15H18O",
  "method": "ωB97M-V with the def2-TZVPD basis set",
  "homo_ha": -0.304,
  "gap_ev": 9.08,
  "smiles": "CCc1ccc(O)cc1.Cc1ccccc1",
  "e_lumo_ev": 0.8,
  "symbols": ["C", "C", "C", "C", "C", "C", "C", "H", "H", "H", "H", "H", "H", "H", "H", "C", "C", "C", "C", "C", "C", "C", "C", "O", "H", "H", "H", "H", "H", "H", "H", "H", "H", "H"],
  "xyz": [[-1.115, -3.124, -1.291], [-2.598, -1.089, -1.798], [-1.548, -1.946, -2.151], [-2.977, -0.182, -2.778], [-2.054, 0.283, -3.746], [-0.730, -1.649, -3.214], [-0.941, -0.510, -3.945], [-3.234, -1.215, -0.938], [-3.945, 0.312, -2.705], [-1.219, -4.088, -1.784], [-1.667, -3.147, -0.347], [-2.335, 1.032, -4.472], [0.231, -2.147, -3.325], [-0.265, -0.139, -4.713], [-0.083, -2.930, -0.983], [1.255, 1.579, 3.942], [1.311, 0.220, 4.698], [1.124, 1.442, 2.454], [0.791, 2.530, 1.591], [1.512, 0.288, 1.792], [0.849, 2.393, 0.220], [1.424, 0.046, 0.391], [1.268, 1.192, -0.344], [1.497, 1.248, -1.700], [0.470, 2.171, 4.407], [2.250, 2.024, 4.117], [2.294, -0.235, 4.507], [0.543, 3.506, 1.992], [1.899, -0.581, 2.300], [0.637, 3.263, -0.386], [1.497, -0.945, -0.023], [1.918, 0.416, -1.946], [0.382, -0.257, 4.407], [1.556, 0.240, 5.771]]
}

Arrangement b

{
  "formula": "C15H18O",
  "method": "ωB97M-V with the def2-TZVPD basis set",
  "homo_ha": -0.316,
  "gap_ev": 9.36,
  "smiles": "CCc1ccc(O)cc1.Cc1ccccc1",
  "e_lumo_ev": 0.8,
  "symbols": ["C", "C", "C", "C", "C", "C", "C", "C", "O", "H", "H", "H", "H", "H", "H", "H", "H", "H", "H", "C", "C", "C", "C", "C", "C", "C", "H", "H", "H", "H", "H", "H", "H", "H"],
  "xyz": [[-3.131, 1.564, -0.373], [-4.410, 0.839, -0.874], [-2.246, 0.837, 0.598], [-1.938, 1.276, 1.860], [-1.723, -0.419, 0.170], [-1.270, 0.456, 2.786], [-0.763, -1.010, 0.954], [-0.586, -0.631, 2.302], [-0.044, -1.640, 3.097], [-2.525, 1.900, -1.212], [-3.492, 2.494, 0.083], [-4.602, -0.039, -0.281], [-2.274, 2.245, 2.170], [-1.992, -0.674, -0.844], [-1.232, 0.778, 3.821], [-0.046, -1.698, 0.521], [0.680, -1.273, 3.622], [-4.247, 0.553, -1.914], [-5.242, 1.536, -0.867], [1.291, 0.989, -1.811], [4.018, -1.875, -0.255], [3.869, -0.664, 0.377], [3.410, -2.096, -1.494], [3.124, 0.353, -0.217], [2.609, -1.110, -2.039], [2.481, 0.132, -1.429], [4.543, -2.716, 0.182], [4.149, -0.593, 1.419], [3.574, -3.065, -1.930], [2.966, 1.242, 0.384], [2.041, -1.296, -2.941], [1.259, 1.241, -2.881], [1.322, 1.995, -1.394], [0.427, 0.370, -1.588]]
}

Arrangement c

{
  "formula": "C15H18O",
  "method": "ωB97M-V with the def2-TZVPD basis set",
  "homo_ha": -0.300,
  "gap_ev": 8.91,
  "smiles": "CCc1ccc(O)cc1.Cc1ccccc1",
  "e_lumo_ev": 0.7,
  "symbols": ["C", "C", "C", "C", "C", "C", "C", "C", "O", "H", "H", "H", "H", "H", "H", "H", "H", "H", "H", "C", "C", "C", "C", "C", "C", "C", "H", "H", "H", "H", "H", "H", "H", "H"],
  "xyz": [[3.515, 1.257, -2.012], [5.044, 1.117, -1.424], [2.489, 0.280, -1.779], [1.979, -0.320, -2.904], [2.079, -0.010, -0.453], [0.934, -1.270, -2.708], [1.086, -0.921, -0.232], [0.424, -1.472, -1.372], [-0.632, -2.437, -1.402], [3.345, 2.164, -1.642], [3.606, 1.467, -3.069], [5.352, 2.014, -0.926], [2.355, 0.067, -3.842], [2.523, 0.537, 0.468], [0.449, -1.751, -3.375], [0.791, -1.147, 0.772], [-1.161, -2.481, -0.566], [5.618, 0.623, -2.105], [4.945, 0.192, -0.897], [-1.697, 2.046, 2.099], [-4.569, -0.359, 1.197], [-3.666, 0.681, 1.289], [-4.256, -1.505, 1.905], [-2.539, 0.689, 2.183], [-3.080, -1.581, 2.566], [-2.175, -0.541, 2.757], [-5.430, -0.269, 0.568], [-3.758, 1.680, 0.749], [-4.810, -2.486, 1.717], [-2.890, -2.476, 3.103], [-2.460, 2.933, 1.823], [-1.043, 1.985, 1.165], [-1.181, -0.801, 3.304], [-1.187, 2.094, 3.042]]
}

Of them, the most stable is arrangement b and the least stable is arrangement c.